(1)
This record from the OMol25 dataset describes C34H56GeN6O8PTi as an isolated structure. The level of theory is ωB97M-V with the def2-TZVPD basis set.

```
107
Properties=species:S:1:pos:R:3:forces:R:3
Ti -0.659753 0.046008 -0.075799 1.13 0.08 1.76
C 0.453189 3.286233 4.567276 0.04 -0.11 -0.03
C -0.108747 3.687732 3.202561 0.22 0.13 0.26
C 0.700548 4.846999 2.627370 0.03 0.04 -0.04
C -1.567191 4.099578 3.350458 -0.12 0.00 -0.06
O -0.060849 2.583783 2.304285 -0.43 0.08 -0.14
Ge 1.317943 1.385132 2.070372 0.48 -0.35 -0.10
O 0.151599 -0.156820 1.850955 0.43 0.03 0.44
C 0.416944 -1.259927 2.768175 -0.11 0.01 0.13
C 1.761953 -1.898570 2.434440 0.00 0.18 -0.03
C -0.689270 -2.298378 2.634010 -0.11 0.12 -0.04
C 0.425557 -0.724363 4.200048 -0.14 0.13 -0.03
O 1.148855 1.449709 0.118102 -0.23 -0.08 0.10
C 2.330878 1.926641 -0.558083 0.00 0.30 -0.03
C 3.404780 0.852982 -0.537319 0.04 -0.12 0.08
C 1.976961 2.278457 -1.994005 -0.15 0.04 -0.05
C 2.836279 3.204508 0.117979 -0.16 0.08 0.00
H 0.286831 4.075127 5.305109 0.02 -0.05 -0.05
H 1.529029 3.096302 4.498057 -0.09 0.01 0.05
H -0.034565 2.369719 4.915573 0.02 0.13 0.00
H 0.631340 5.724037 3.276985 0.03 -0.05 -0.06
H 0.324277 5.119823 1.634099 0.04 -0.03 0.12
H 1.753978 4.565945 2.533870 -0.09 0.05 0.01
H -1.650365 4.983412 3.989710 -0.02 -0.09 -0.06
H -2.155535 3.294026 3.796621 0.02 0.06 -0.03
H -1.997899 4.343479 2.372522 0.02 -0.02 0.09
H 1.743786 -2.278841 1.416360 -0.05 -0.04 -0.02
H 1.973646 -2.722330 3.122729 -0.03 0.07 -0.04
H 2.567423 -1.161214 2.519314 -0.03 -0.09 0.00
H -0.851343 -2.542975 1.585667 0.00 -0.07 -0.07
H -1.630053 -1.938526 3.057589 0.05 -0.02 -0.05
H -0.399196 -3.209331 3.162694 -0.03 0.05 -0.01
H 1.309429 -0.110285 4.392319 -0.04 -0.03 0.04
H 0.425394 -1.556893 4.907536 0.02 0.06 -0.02
H -0.470642 -0.117960 4.378336 0.11 -0.13 0.00
H 2.970543 -0.061206 -0.930198 0.06 -0.17 0.02
H 3.748571 0.666564 0.484378 -0.02 -0.01 -0.05
H 4.264178 1.140312 -1.149350 -0.03 0.02 0.07
H 1.485582 1.440334 -2.490306 0.10 -0.01 -0.04
H 2.883722 2.530717 -2.547777 -0.03 -0.01 0.00
H 1.305758 3.142978 -2.020020 0.12 -0.09 -0.02
H 3.280105 2.995317 1.092954 0.02 0.03 -0.01
H 2.002266 3.902160 0.256829 0.15 -0.07 -0.08
H 3.595814 3.685451 -0.503704 -0.03 -0.04 0.04
O -6.389405 -0.570931 4.277329 -0.16 0.15 -1.16
C -6.444987 -0.449461 3.028201 -0.27 0.06 0.08
O -7.389788 -0.405240 2.203285 0.83 -0.13 0.84
C -5.039462 -0.304845 2.367640 -0.64 -0.53 -0.19
C -4.060925 0.473709 2.955010 0.36 0.19 0.11
C -2.820063 0.582300 2.351960 0.19 0.18 0.01
N -2.514479 -0.065649 1.224015 0.29 0.24 0.18
C -3.437310 -0.854306 0.689977 0.07 -0.43 -0.25
C -4.702220 -0.994442 1.194532 -0.45 0.04 0.15
C -2.886280 -1.678360 -0.438501 0.62 0.94 0.98
O -3.517450 -2.472387 -1.056996 -0.90 -1.01 -0.97
O -1.582809 -1.477190 -0.610282 -0.99 -1.00 -0.36
H -4.271883 0.972750 3.894335 0.02 -0.07 -0.05
H -2.022032 1.186573 2.773008 -0.05 0.00 -0.05
H -5.406136 -1.642562 0.686050 -0.07 0.09 0.14
N -1.526285 2.117746 0.074672 0.75 0.55 0.03
C -1.307090 2.827539 -1.150622 0.00 -0.40 0.08
C -1.357926 4.174380 -1.293538 0.03 0.50 -0.18
C -1.162391 4.763240 -2.569838 -0.04 0.14 0.28
C -0.963737 3.988494 -3.670821 0.04 0.00 -0.20
C -0.924386 2.580356 -3.549806 -0.05 0.02 0.14
C -0.764906 1.697571 -4.635696 0.03 0.33 -0.19
C -0.769983 0.361536 -4.402990 -0.03 -0.49 -0.09
C -0.866150 -0.114150 -3.082557 0.07 -0.55 -0.43
N -0.960874 0.666997 -2.043545 -0.21 1.01 -1.02
C -1.053546 2.009716 -2.271640 -0.21 0.28 -0.07
H -2.497090 2.177894 0.342084 -0.33 -0.18 0.01
H -0.976516 2.533791 0.859036 -0.18 -0.08 -0.12
H -1.558202 4.796294 -0.428973 0.00 0.03 -0.03
H -1.193047 5.841753 -2.671246 -0.01 -0.07 0.06
H -0.838014 4.441272 -4.648987 -0.02 -0.06 0.06
H -0.659056 2.090851 -5.641793 -0.02 0.00 0.08
H -0.698951 -0.347549 -5.217689 0.03 -0.02 0.08
H -0.869222 -1.172505 -2.868342 0.09 0.01 -0.04
C 2.273238 -5.249147 -0.959951 -0.01 0.08 0.07
N 2.155197 -3.811396 -0.716443 0.22 -0.01 -0.09
C 3.419566 -3.243862 -0.250852 -0.06 -0.20 -0.03
P 1.156520 -2.833340 -1.628190 0.25 -0.02 0.26
O 0.992823 -1.507316 -0.949002 0.08 0.24 0.00
N -0.115545 -3.822715 -1.879906 -0.61 0.04 0.00
C -1.005115 -3.684305 -3.038029 0.12 -0.17 0.08
C -0.791711 -4.422754 -0.719095 -0.01 -0.10 -0.11
N 1.749913 -2.584003 -3.157992 0.18 0.11 -0.19
C 2.112581 -3.726056 -3.993871 0.02 0.12 0.04
C 2.493404 -1.369752 -3.474427 -0.09 -0.14 -0.10
H 2.378848 -5.774031 -0.007690 0.01 0.02 0.02
H 3.155375 -5.479454 -1.567452 0.01 0.03 -0.02
H 1.394855 -5.636188 -1.467057 -0.01 0.02 0.03
H 3.687950 -3.675603 0.715486 0.00 -0.03 0.00
H 3.335133 -2.175028 -0.124196 -0.05 0.28 0.03
H 4.233348 -3.454987 -0.955686 -0.02 0.00 -0.01
H -0.512896 -3.138874 -3.840574 0.04 -0.07 0.02
H -1.922943 -3.169817 -2.760090 -0.12 0.02 0.08
H -1.266088 -4.680427 -3.405710 0.00 0.02 0.00
H -0.168187 -4.350924 0.169914 0.02 0.01 -0.04
H -0.994139 -5.479357 -0.917702 0.04 0.01 -0.02
H -1.742063 -3.924329 -0.529808 0.08 -0.05 -0.05
H 1.601117 -4.627549 -3.662454 -0.02 0.04 0.00
H 3.192940 -3.909384 -3.968484 -0.02 0.00 0.02
H 1.829589 -3.536423 -5.034022 0.01 0.02 0.05
H 2.235644 -0.590301 -2.769023 -0.05 0.05 0.01
H 2.246006 -1.025198 -4.483746 0.00 -0.04 0.02
H 3.575495 -1.538509 -3.429944 0.00 -0.01 0.01
```
Positions in Å, forces in eV/Å.

Calculated values
* spin multiplicity: 2
* total charge: 0
* E_LUMO (spin up / spin down): -1.105 / -1.146 eV
* energy: -150416.1869 eV
* energy above the lowest of the compared OMol25 structures with the same formula, charge and spin: 8.53 kcal/mol
* Kohn-Sham gap (spin up / spin down): 6.14 / 6.10 eV
* HOMO level (spin up / spin down): -7.2 / -7.2 eV

=====

(2)
This record from the OMol25 dataset describes one molecule with the formula CH3N3O2. The level of theory is ωB97M-V with the def2-TZVPD basis set.

```
9
Properties=species:S:1:pos:R:3:forces:R:3
C 0.946920 -0.151695 0.886327 -2.94 -2.58 -4.04
N 0.332152 0.909738 1.111065 0.22 1.01 0.44
N 0.268321 -1.286890 -0.134437 1.10 3.08 5.47
N -0.832880 0.624654 -0.849539 1.11 -0.11 -0.97
O -0.736853 1.279823 0.376639 -1.59 1.19 -0.27
O -0.940755 -0.767306 -0.419361 -2.65 0.06 -1.11
H 1.846818 -0.256634 1.385823 1.51 -1.05 0.87
H 0.793987 -1.377995 -0.928299 1.82 -0.06 -2.70
H -1.677712 1.026305 -1.428218 1.41 -1.54 2.30
```
Positions in Å, forces in eV/Å.

Calculated values
* total charge: 0
* E_LUMO: 0.988 eV
* energy: -9643.1646 eV
* energy above the lowest of the compared OMol25 structures with the same formula, charge and spin: 190.63 kcal/mol
* Kohn-Sham gap: 10.63 eV
* HOMO level: -9.6 eV